1.
Computed, not measured: one molecule with the formula C5H10O in a non-equilibrium geometry, with ωB97M-V/def2-TZVPD.

XYZ file:
```
16
Properties=species:S:1:pos:R:3:lowdin_charge:R:1
C 1.823 -1.856 0.134 -0.109
C 0.470 -1.279 0.589 -0.265
C 0.042 0.001 -0.079 -0.110
C -1.201 0.440 -0.069 -0.098
C -1.658 1.783 -0.571 -0.235
O -0.542 2.700 -0.710 -0.100
H 1.674 -2.278 -0.865 0.074
H 2.265 -2.508 0.865 0.062
H 2.506 -1.036 -0.129 0.065
H 0.440 -1.166 1.679 0.111
H -0.192 -2.080 0.409 0.084
H 0.917 0.610 -0.293 0.108
H -1.988 -0.194 0.294 0.104
H -2.368 2.173 0.158 0.109
H -2.047 1.841 -1.575 0.114
H -0.143 2.847 0.161 0.084
```

Values from the calculation:
Energy relative to the best compared isomer or geometry (same formula, charge and spin)   134.1 kJ/mol
E_HOMO   -9.42 eV
SMILES   CC/C=C/CO
Total energy   -271.701523 a.u.


2.
Computed, not measured: one molecule with the formula C5H10O, with ωB97M-V/def2-TZVPD.

XYZ file:
```
16
Properties=species:S:1:pos:R:3:lowdin_charge:R:1
C -2.090 0.122 -0.465 -0.012
C -0.809 -0.671 -0.294 -0.428
O -0.826 -1.880 -0.214 0.083
C 0.496 0.120 -0.232 -0.372
C 1.703 -0.807 -0.327 -0.078
C 0.540 0.957 1.056 -0.068
H -2.172 0.924 0.274 0.073
H -2.104 0.589 -1.456 0.089
H -2.947 -0.546 -0.377 0.084
H 0.493 0.820 -1.080 0.142
H 1.676 -1.408 -1.240 0.082
H 1.719 -1.499 0.520 0.085
H 2.632 -0.227 -0.318 0.079
H 0.493 0.312 1.941 0.092
H -0.283 1.675 1.113 0.068
H 1.479 1.517 1.100 0.080
```

Values from the calculation:
Energy relative to the best compared isomer or geometry (same formula, charge and spin)   0.8 kJ/mol
E_HOMO   -9.54 eV
SMILES   CC(=O)C(C)C
Total energy   -271.752328 a.u.


3.
Computed, not measured: one molecule with the formula C5H10O2, with ωB97M-V/def2-TZVPD.

XYZ file:
```
17
Properties=species:S:1:pos:R:3:lowdin_charge:R:1
C 1.154 -2.000 -0.660 -0.103
C 0.011 -1.005 -0.854 -0.217
C -0.084 -0.077 0.355 -0.403
O 1.193 0.513 0.462 -0.043
C -1.190 1.006 0.190 -0.096
C -0.806 2.340 0.778 -0.231
O -0.164 2.433 1.803 0.042
H 1.301 -2.646 -1.532 0.071
H 2.078 -1.449 -0.467 0.071
H 0.957 -2.636 0.211 0.077
H 0.206 -0.384 -1.739 0.117
H -0.943 -1.522 -1.020 0.116
H -0.287 -0.689 1.251 0.149
H 1.176 1.019 1.285 0.078
H -2.147 0.677 0.628 0.133
H -1.376 1.179 -0.870 0.109
H -1.078 3.242 0.180 0.129
```

Values from the calculation:
Energy relative to the best compared isomer or geometry (same formula, charge and spin)   134.4 kJ/mol
E_HOMO   -10.10 eV
SMILES   CC[C@@H](O)CC=O
Total energy   -346.974258 a.u.


4.
Computed, not measured: one molecule with the formula C5H10O2, with ωB97M-V/def2-TZVPD.

XYZ file:
```
17
Properties=species:S:1:pos:R:3:lowdin_charge:R:1
C -1.416 -1.361 0.330 -0.012
C -0.630 -0.153 -0.119 -0.472
C 0.825 -0.405 -0.524 -0.103
C 1.897 0.305 0.317 -0.258
O 1.651 1.667 0.564 -0.068
C -1.270 1.056 -0.646 -0.078
O -0.920 0.974 0.734 -0.060
H -1.380 -2.187 -0.388 0.087
H -0.968 -1.711 1.268 0.094
H -2.458 -1.100 0.535 0.087
H 0.938 -0.128 -1.579 0.120
H 1.026 -1.482 -0.465 0.116
H 2.842 0.263 -0.235 0.117
H 2.043 -0.256 1.253 0.119
H 0.795 1.704 1.022 0.068
H -2.334 1.088 -0.879 0.119
H -0.643 1.753 -1.206 0.124
```

Values from the calculation:
Energy relative to the best compared isomer or geometry (same formula, charge and spin)   218.2 kJ/mol
E_HOMO   -9.95 eV
SMILES   C[C@@]1(CCO)CO1
Total energy   -346.942310 a.u.